C6H10O2 | ωB97M-V with the def2-TZVPD basis set

```
18
Properties=species:S:1:pos:R:3:forces:R:3:mulliken_charge:R:1
C 1.425 1.745 -0.019 -0.02 0.29 -0.16 -1.27
C 1.460 0.244 -0.102 -0.04 -2.23 2.37 0.73
O 2.506 -0.350 -0.255 -1.06 0.44 -0.34 -0.53
C 0.080 -0.710 0.424 5.58 2.75 -2.38 0.49
C 0.501 -1.937 1.147 -0.70 -0.32 0.25 -1.23
C -0.871 -0.320 -0.355 -5.45 -3.30 2.25 0.52
C -1.445 0.811 -1.117 0.21 -0.11 -0.45 -1.32
O -2.062 -1.421 0.029 1.23 2.14 -1.30 -0.62
H 2.436 2.134 0.134 -0.08 -0.28 -0.10 0.35
H 1.051 2.175 -0.949 -0.11 0.10 0.17 0.32
H 0.810 2.059 0.827 -0.18 0.00 -0.24 0.32
H -0.342 -2.619 1.274 0.05 0.20 0.05 0.32
H 1.268 -2.482 0.589 0.01 0.38 -0.01 0.28
H 0.904 -1.678 2.130 0.02 -0.04 -0.13 0.32
H -2.196 0.416 -1.807 0.14 0.00 0.09 0.37
H -1.948 1.517 -0.450 0.13 -0.03 0.00 0.32
H -0.703 1.337 -1.717 -0.05 0.03 0.10 0.35
H -2.874 -0.923 0.217 0.31 -0.02 -0.16 0.27
```
Forces are in eV/Å.

Calculated values
ΔE to the lowest compared entry with this formula, charge and spin	261.60	kJ/mol
total charge	0
total energy	-10476.459	eV
multiplicity	1
HOMO energy	-9.106	eV
M	114.14	g/mol
Kohn-Sham gap	0.3587	hartree
SMILES string	CC(=O)/C(C)=C(\C)O

---

C3H14N2O2 | ωB97M-V with the def2-TZVPD basis set

```
21
Properties=species:S:1:pos:R:3:forces:R:3:mulliken_charge:R:1
N 1.472 1.356 -1.600 -0.44 0.94 0.54 -0.60
C 1.196 1.780 -0.088 2.06 -3.45 -1.25 -0.50
C 0.005 0.933 0.427 -0.87 -0.44 -2.02 -0.11
C -0.119 0.351 1.790 -2.73 2.67 2.21 -0.53
N -1.177 -0.688 1.916 0.82 2.23 -3.33 -0.47
H 0.635 1.627 -2.237 2.14 -1.16 1.63 0.21
H 1.981 0.431 -1.817 -1.91 2.05 0.80 0.25
H 2.178 1.486 0.561 -2.13 1.30 -1.69 0.25
H 0.888 2.823 -0.130 0.75 0.01 0.32 0.29
H -0.129 0.074 -0.298 0.05 1.04 0.54 0.12
H -0.817 1.644 0.333 -0.58 -0.57 -0.39 0.15
H 0.783 -0.040 2.143 1.74 -0.23 0.83 0.37
H -0.536 1.243 2.434 1.39 -1.69 -0.52 0.22
H -1.403 -0.852 2.829 -0.64 -0.39 2.92 0.19
H -0.703 -1.471 1.576 0.25 -2.03 -0.59 0.20
O -3.398 -2.070 -0.041 -0.46 0.91 0.00 -0.65
H -3.532 -1.112 0.122 0.11 -0.87 0.03 0.32
H -2.470 -2.106 -0.267 0.33 -0.08 0.00 0.30
O 1.627 -1.578 -2.238 3.17 -0.93 1.11 -0.64
H 1.054 -1.736 -2.951 -1.29 -0.32 -1.61 0.31
H 2.465 -2.095 -2.463 -1.78 1.03 0.46 0.31
```
Forces are in eV/Å.

Calculated values
ΔE to the lowest compared entry with this formula, charge and spin	246.51	kJ/mol
total charge	0
total energy	-10411.236	eV
multiplicity	1
HOMO energy	-8.387	eV
M	110.16	g/mol
Kohn-Sham gap	0.3254	hartree
SMILES string	NCCCN.O.O

---

C30H30N5O6PTeW | ωB97M-V with the def2-TZVPD basis set

```
74
Properties=species:S:1:pos:R:3:forces:R:3:mulliken_charge:R:1
W -0.423 -0.080 -0.826 -2.01 0.28 0.29 2.80
O -1.009 -4.175 0.488 0.65 2.15 -1.34 -0.66
C -0.629 -3.151 -0.102 -0.91 -1.20 0.96 -0.21
N -1.363 -2.030 -0.372 0.55 2.10 0.14 -0.12
C -2.662 -1.929 0.306 -0.18 0.18 -1.90 -1.08
C -3.365 -0.676 -0.234 0.32 -0.33 0.30 0.63
C -4.740 -0.527 -0.165 0.72 0.79 0.27 -1.00
C -5.297 0.671 -0.565 -1.38 0.42 -0.12 -0.22
C -4.525 1.644 -1.176 0.44 0.23 -0.26 -0.90
C -3.177 1.401 -1.319 -0.24 -0.24 0.47 -0.24
N -2.597 0.311 -0.776 0.61 -1.47 0.19 0.15
C 0.767 -2.947 -0.559 0.83 0.21 -0.18 0.70
C 1.672 -3.977 -0.662 0.68 0.16 -0.29 -0.64
C 3.010 -3.716 -1.049 -0.96 0.36 0.11 -0.69
C 3.367 -2.378 -1.221 0.25 -0.24 -0.40 -0.97
C 2.415 -1.376 -1.095 -0.03 -0.38 1.24 -0.53
N 1.122 -1.655 -0.788 -0.07 0.59 -1.22 0.71
H -2.528 -1.892 1.383 -0.18 -0.06 0.25 0.41
H -3.230 -2.824 -0.018 -0.02 0.47 0.67 0.59
H -5.320 -1.260 0.336 -0.44 -0.66 0.14 0.56
H -6.379 0.877 -0.436 0.79 -0.36 -0.03 0.41
H -4.921 2.595 -1.541 0.00 -0.49 0.11 0.44
H -2.542 2.082 -1.832 0.42 0.40 -0.17 0.59
H 1.294 -4.966 -0.456 0.12 -0.15 0.05 0.65
H 3.710 -4.542 -1.191 -0.13 0.36 0.10 0.51
H 4.378 -2.049 -1.487 -0.33 -0.37 0.25 0.55
H 2.762 -0.352 -0.980 -0.33 0.11 -0.58 0.69
O -0.968 -0.446 -2.743 1.04 -1.12 1.62 -0.73
C -0.173 -0.972 -3.702 0.41 1.39 0.34 0.45
C -0.547 -2.102 -4.407 -0.44 0.04 -0.86 -0.50
C 0.240 -2.482 -5.521 -1.05 -0.58 1.48 -0.47
C 1.378 -1.780 -5.854 1.01 1.32 -0.06 -0.70
C 1.785 -0.649 -5.125 0.52 -0.29 -0.53 -0.89
C 1.050 -0.212 -3.994 -1.80 -2.24 -0.35 0.94
C 1.398 0.835 -3.160 0.92 1.02 1.10 -0.41
N 0.787 1.201 -2.012 1.46 -1.43 -0.33 0.89
N 1.316 2.330 -1.377 -0.63 -1.07 -0.51 -0.98
C 0.407 2.714 -0.511 1.58 0.30 0.13 0.64
O -0.691 2.033 -0.368 -0.14 -2.68 0.70 -0.92
C 0.690 3.912 0.271 -0.48 1.85 -0.82 0.46
C -0.257 4.399 1.177 -0.36 -0.26 0.68 -0.07
C -0.098 5.659 1.744 -0.89 -0.03 1.00 -0.81
C 0.913 6.506 1.382 0.56 0.70 0.14 -0.43
C 1.818 6.072 0.433 1.53 0.27 -0.38 -0.50
C 1.728 4.816 -0.139 -0.20 -0.79 0.10 -0.56
H -1.514 -2.580 -4.153 0.86 0.19 -0.20 0.46
H -0.006 -3.394 -6.073 -0.07 0.46 0.13 0.45
H 1.932 -2.118 -6.732 0.06 0.30 0.35 0.43
H 2.703 -0.105 -5.423 -0.64 -0.39 0.22 0.43
H 2.337 1.365 -3.393 -0.68 0.26 0.03 0.42
H -1.137 3.820 1.516 0.72 0.12 -0.46 0.33
H -0.754 5.994 2.551 -0.11 -0.25 -0.41 0.38
H 1.045 7.502 1.844 -0.23 -0.76 -0.29 0.39
H 2.693 6.718 0.206 -0.83 -0.53 -0.12 0.34
H 2.462 4.526 -0.903 -0.45 0.00 0.45 0.37
C 0.784 -4.110 4.008 -0.18 0.08 -1.47 -1.12
C 1.618 -2.882 3.692 -0.62 0.32 0.83 -0.34
O 0.978 -2.216 2.558 -1.12 0.48 -0.61 0.15
P 0.907 -0.649 2.390 3.53 -0.68 3.38 -0.50
O 0.113 -0.297 1.174 -2.18 1.63 -4.37 -0.25
Te 3.305 -0.027 2.151 -1.68 0.11 -0.02 -0.07
O 0.066 -0.132 3.647 0.33 0.42 -0.72 -0.30
C 0.018 1.351 3.833 0.94 0.07 0.24 0.42
C -1.011 1.743 4.897 -0.54 -0.14 -1.27 -1.37
H 1.009 -4.525 4.969 0.32 -0.27 0.46 0.43
H 0.893 -4.865 3.202 0.10 0.28 0.60 0.27
H -0.263 -3.825 3.987 -0.16 0.06 0.22 0.28
H 2.623 -3.112 3.373 0.31 0.03 0.10 0.32
H 1.610 -2.170 4.546 0.22 -0.47 -0.50 0.35
H -0.150 1.815 2.843 -0.32 -0.21 0.47 -0.23
H 1.060 1.633 4.114 -0.78 -0.08 0.03 0.33
H -2.031 1.426 4.599 0.59 -0.10 0.19 0.31
H -1.074 2.830 4.940 0.28 0.06 0.03 0.40
H -0.785 1.373 5.883 0.18 -0.24 0.19 0.37
```
Forces are in eV/Å.

Calculated values
ΔE to the lowest compared entry with this formula, charge and spin	77.27	kJ/mol
total charge	+2
total energy	-69727.460	eV
multiplicity	1
HOMO energy (alpha / beta)	-12.603 / -12.587	eV
M	899.01	g/mol
Kohn-Sham gap (alpha / beta)	0.1356 / 0.1354	hartree

---

C8H18Cl2NO | ωB97M-V with the def2-TZVPD basis set

```
30
Properties=species:S:1:pos:R:3:forces:R:3:mulliken_charge:R:1
C -1.149 2.079 -0.437 1.60 -0.99 -2.05 -1.06
C 0.331 -1.386 1.900 -2.03 0.83 1.99 -1.24
C -1.437 -1.117 -2.228 0.42 0.64 4.54 -1.04
C -1.010 0.613 0.174 -2.09 2.20 1.54 -0.65
C 0.153 -1.535 0.438 1.44 -2.39 -0.04 -0.52
C -0.001 -0.712 -1.795 -2.32 1.26 -1.46 -0.27
C 1.284 0.492 -0.043 -0.58 0.44 4.09 -0.46
C 3.728 0.515 1.351 -2.25 2.80 0.40 -0.31
N 0.069 -0.310 -0.320 0.13 1.22 -2.93 0.64
O 1.542 1.222 -1.010 2.28 1.92 -3.51 -0.29
Cl 4.930 1.593 0.688 0.22 0.63 -0.85 -0.13
Cl 3.229 -0.741 0.211 1.33 -0.73 0.24 -0.04
H -1.512 2.803 0.267 -0.17 -0.07 0.61 0.41
H -0.143 2.419 -0.803 -1.21 -0.01 0.65 0.22
H -1.775 2.165 -1.352 0.14 -0.48 0.67 0.31
H -0.203 -0.516 2.384 1.05 -0.46 -0.81 0.24
H -0.331 -2.128 2.327 0.53 -0.87 0.42 0.43
H 1.343 -1.456 2.270 0.08 -0.03 -0.01 0.30
H -1.708 -1.970 -1.544 -0.41 0.78 -0.97 0.29
H -2.050 -0.207 -1.980 0.04 -1.23 -0.81 0.23
H -1.460 -1.438 -3.210 -0.15 -0.36 -2.03 0.46
H -2.033 0.158 0.150 1.20 -0.25 -0.17 0.51
H -0.812 0.820 1.266 0.05 -0.57 -1.35 0.27
H -0.700 -2.153 0.158 -0.14 0.26 0.26 0.53
H 1.063 -2.138 0.082 -1.37 1.04 0.12 0.37
H 0.189 0.163 -2.462 0.69 -0.75 0.92 0.27
H 0.649 -1.549 -1.917 0.85 -0.14 -0.16 0.39
H 2.833 1.235 1.802 1.90 -2.51 -1.53 0.29
H 4.272 0.073 2.104 0.52 -1.42 1.82 0.44
H 2.432 1.716 -0.955 -1.74 -0.78 0.41 0.40
```
Forces are in eV/Å.

Calculated values
total charge	+1
total energy	-37159.057	eV
multiplicity	1
HOMO energy	-12.412	eV
M	215.14	g/mol
Kohn-Sham gap	0.3493	hartree

---

C7H5N | ωB97M-V with the def2-TZVPD basis set

```
13
Properties=species:S:1:pos:R:3:forces:R:3:mulliken_charge:R:1
N -3.668 0.122 -0.374 9.69 -2.76 7.93 -0.32
C -2.559 -0.150 0.381 -12.40 3.19 -8.72 -0.26
C -1.208 -0.105 0.177 8.12 -1.83 -1.48 0.41
C -0.319 -1.224 -0.069 -1.11 -2.48 2.48 -0.23
C 1.119 -1.055 0.001 -2.07 -6.86 -1.23 -0.29
C 1.729 0.062 -0.082 1.27 5.55 -0.52 -0.17
C 0.967 1.247 -0.090 0.88 -1.22 0.45 -0.59
C -0.341 1.056 0.019 -6.53 3.54 2.31 0.04
H -0.675 -2.382 0.002 0.58 3.10 -0.34 0.24
H 1.868 -1.941 -0.077 -2.11 0.98 0.23 0.21
H 2.755 0.076 -0.239 1.84 0.20 0.21 0.42
H 1.267 2.256 0.085 0.82 0.30 -0.51 0.34
H -0.935 2.039 0.267 1.02 -1.73 -0.80 0.19
```
Forces are in eV/Å.

Calculated values
ΔE to the lowest compared entry with this formula, charge and spin	297.66	kJ/mol
total charge	0
total energy	-8825.129	eV
multiplicity	1
HOMO energy	-9.447	eV
M	103.12	g/mol
Kohn-Sham gap	0.3131	hartree
SMILES string	N#Cc1ccccc1